The following is a quantum chemistry calculation of a 2-piece molecular cluster, C2H7O3PSi overall at a distorted geometry, from the OMol25 dataset.

Geometry as XYZ:
```
14
Properties=species:S:1:pos:R:3:forces:R:3
C 1.3820 1.0245 -0.5266 0.491 -0.192 1.113
C 0.1484 0.1970 2.1525 -0.369 -2.107 2.298
O -1.9481 -0.4606 -2.5788 0.277 -0.176 0.335
O -2.2429 -2.5976 -1.1584 -0.661 -0.017 0.671
O -0.0199 -2.1922 -2.2657 -0.110 0.647 0.043
Si -0.1965 0.2841 0.3012 -1.453 -0.799 -1.337
P -1.3398 -1.6080 -1.8106 0.903 -0.043 -0.592
H 1.2368 1.9954 -0.9159 -0.153 1.424 -0.383
H 2.3724 0.9875 -0.0433 -0.344 0.269 0.713
H 1.5937 0.4182 -1.3554 -0.165 -1.067 -1.522
H 0.2910 1.1794 2.5596 0.530 0.709 0.438
H -0.8983 -0.0932 2.5890 1.815 0.090 -0.535
H 0.9821 -0.5446 2.6064 -1.876 1.548 -1.130
H -1.3609 1.4103 0.4460 1.115 -0.284 -0.113
```
Positions in Å, forces in eV/Å.

Summary:
total charge: -2
F_max: 3.14 eV/Å
energy above the lowest of the compared OMol25 structures with the same formula, charge and spin: 0.949 eV
HOMO-LUMO gap: 5.5 eV